Computed, not measured: a cluster of 3 separate species, C24H52BrN6O in total at a distorted geometry, with ωB97M-V/def2-TZVPD.

Calculated values
Net charge: +1
Electronic energy in Ha: -3923.16985
Largest force on an atom in eV/A: 5.2
E_LUMO in eV: -2.72

Atoms and positions in Å:
C: 2.381 2.486 0.244
C: 3.109 2.629 -1.153
O: 3.208 3.747 -1.629
N: 3.641 1.447 -1.739
C: 3.416 1.358 -3.202
C: 2.558 0.089 -3.601
C: 1.148 0.045 -2.842
C: 0.219 1.086 -3.611
C: -1.082 1.452 -2.852
N: -1.880 0.638 -2.049
C: -2.956 1.459 -1.646
N: -4.070 1.030 -0.825
C: -2.846 2.802 -2.175
N: -1.638 2.698 -2.925
C: -1.176 3.901 -3.658
C: 0.248 4.355 -3.110
C: 0.214 5.595 -2.126
Br: 1.543 4.684 -4.596
H: 1.294 2.228 0.086
H: 2.877 1.601 0.753
H: 2.523 3.395 0.885
H: 3.353 0.601 -1.248
H: 4.433 1.204 -3.675
H: 3.028 2.317 -3.657
H: 3.104 -0.885 -3.522
H: 2.302 0.225 -4.697
H: 1.257 0.282 -1.744
H: 0.720 -0.992 -2.990
H: -0.072 0.580 -4.583
H: 0.861 1.960 -3.886
H: -1.724 -0.339 -1.803
H: -3.820 0.100 -0.472
H: -4.904 0.937 -1.419
H: -3.547 3.654 -2.042
H: -1.131 3.669 -4.763
H: -1.894 4.767 -3.560
H: 0.673 3.480 -2.538
H: -0.766 6.156 -2.170
H: 1.088 6.249 -2.368
H: 0.372 5.210 -1.084
C: -1.222 -4.322 -1.401
C: -2.292 -4.021 -0.360
N: -3.544 -3.535 -0.926
C: -4.459 -3.000 0.078
C: -5.019 -3.967 1.122
C: -4.160 -4.380 -1.944
C: -4.515 -5.817 -1.559
H: -1.020 -3.447 -2.025
H: -0.290 -4.600 -0.902
H: -1.502 -5.154 -2.048
H: -1.886 -3.250 0.304
H: -2.443 -4.915 0.257
H: -5.297 -2.505 -0.426
H: -3.937 -2.195 0.610
H: -5.795 -4.606 0.704
H: -5.481 -3.401 1.935
H: -4.246 -4.596 1.565
H: -3.490 -4.416 -2.809
H: -5.059 -3.885 -2.327
H: -3.721 -6.306 -0.990
H: -4.674 -6.409 -2.464
H: -5.437 -5.867 -0.982
C: 2.013 -0.500 7.138
C: 2.729 -0.750 5.817
N: 2.172 -0.006 4.696
C: 2.681 -0.448 3.405
C: 4.171 -0.245 3.124
C: 2.077 1.438 4.866
C: 3.366 2.209 5.157
H: 0.945 -0.719 7.055
H: 2.428 -1.150 7.912
H: 2.133 0.529 7.481
H: 2.643 -1.821 5.604
H: 3.799 -0.544 5.954
H: 2.105 0.031 2.605
H: 2.462 -1.517 3.305
H: 4.401 0.798 2.901
H: 4.461 -0.827 2.243
H: 4.802 -0.574 3.949
H: 1.371 1.640 5.678
H: 1.597 1.874 3.983
H: 3.994 1.710 5.898
H: 3.120 3.197 5.556
H: 3.956 2.370 4.255

Computed, not measured: a cluster of 4 separate species, C24H52ClN2O4 in total at a distorted geometry, with ωB97M-V/def2-TZVPD.

Calculated values
Net charge: +1
Electronic energy in Ha: -1815.94889
Largest force on an atom in eV/A: 1.8
E_LUMO in eV: -4.32

Atoms and positions in Å:
O: -4.046 0.967 -1.505
N: -3.513 0.464 -0.628
O: -3.139 1.451 0.405
C: -1.759 1.392 0.574
C: -1.422 1.632 2.056
O: -0.687 2.787 2.426
C: -0.010 3.422 1.381
C: -1.015 3.708 0.288
C: -0.649 4.828 -0.675
C: -1.272 6.123 -0.204
O: -2.184 6.687 -0.739
Cl: -0.533 6.762 1.283
N: -1.180 2.386 -0.394
H: -1.429 0.406 0.275
H: -0.922 0.755 2.438
H: -2.364 1.683 2.571
H: 0.755 2.753 0.975
H: 0.473 4.319 1.708
H: -1.969 3.930 0.738
H: -1.085 4.660 -1.646
H: 0.416 4.969 -0.779
H: -0.258 2.080 -0.706
H: -1.754 2.452 -1.236
C: -0.578 0.012 -3.697
C: -2.058 -0.199 -4.015
C: -2.506 -1.647 -3.839
C: -1.817 -2.649 -4.766
C: -1.964 -2.350 -6.257
C: -3.412 -2.372 -6.741
H: 0.067 -0.560 -4.362
H: -0.295 1.064 -3.797
H: -0.375 -0.305 -2.667
H: -2.278 0.148 -5.027
H: -2.645 0.429 -3.341
H: -3.589 -1.701 -3.982
H: -2.325 -1.953 -2.802
H: -2.223 -3.642 -4.560
H: -0.753 -2.705 -4.518
H: -1.395 -3.097 -6.814
H: -1.512 -1.384 -6.498
H: -3.871 -3.343 -6.548
H: -3.462 -2.188 -7.814
H: -4.017 -1.608 -6.250
C: 2.385 0.233 2.257
C: 3.895 0.174 2.047
C: 4.689 0.438 3.323
C: 4.472 1.823 3.936
C: 4.779 2.995 3.005
C: 6.235 3.046 2.550
H: 2.058 1.223 2.587
H: 1.865 0.005 1.320
H: 2.065 -0.496 3.002
H: 4.186 0.882 1.266
H: 4.160 -0.817 1.670
H: 5.751 0.292 3.114
H: 4.426 -0.317 4.070
H: 5.096 1.907 4.829
H: 3.439 1.910 4.286
H: 4.541 3.923 3.530
H: 4.123 2.963 2.128
H: 6.906 3.117 3.407
H: 6.412 3.915 1.915
H: 6.511 2.160 1.976
C: -2.169 -3.762 3.715
C: -2.337 -3.794 2.198
C: -1.256 -4.602 1.482
C: 0.168 -4.071 1.660
C: 0.368 -2.624 1.221
C: 0.097 -2.394 -0.265
H: -1.232 -3.286 4.010
H: -2.981 -3.203 4.182
H: -2.179 -4.771 4.127
H: -2.363 -2.769 1.811
H: -3.309 -4.231 1.960
H: -1.498 -4.651 0.416
H: -1.286 -5.633 1.841
H: 0.852 -4.711 1.096
H: 0.466 -4.165 2.707
H: 1.398 -2.333 1.436
H: -0.269 -1.957 1.814
H: 0.752 -3.010 -0.882
H: 0.279 -1.346 -0.531
H: -0.937 -2.627 -0.529

E_HOMO
In order: -9.863 -13.118
Unit: eV